Here is a 12-piece molecular cluster, C38H107N7O12 overall at a distorted geometry from the OMol25 dataset. Energies are from wB97M-V/def2-TZVPD.

Each line ends with the Mulliken spin population.
Cartesian coordinates (Å):
C: -3.00469 0.96368 1.93687  0.06
C: -3.39890 6.66954 -2.00325  0.01
H: -2.50662 -7.09185 -1.91244  -0.01
C: -0.14348 0.36601 -0.92979  0.07
H: 4.78017 -3.62878 4.45124  0.04
H: 1.47407 -1.74358 -0.64770  -0.01
H: 3.66761 -1.23518 -5.18851  -0.04
H: 4.07141 -4.35510 7.27228  0.00
H: 0.01365 -7.88839 -3.05498  0.02
C: 3.41640 -0.78984 -4.22587  0.07
H: 2.23249 1.58181 4.14588  -0.01
H: -4.36561 2.57510 1.23882  0.02
C: 1.57730 -4.11097 -4.41231  0.20
H: 2.84855 2.11486 0.77370  -0.09
C: -0.76791 -6.08834 -2.25650  -0.06
H: -2.96523 0.18301 -0.58749  -0.01
C: 1.46395 2.10445 3.57642  0.24
H: 3.51749 -3.25557 -0.82323  -0.01
C: 2.70574 -3.33871 2.62389  -0.17
N: -2.16228 -6.35983 -2.51714  0.00
H: -2.09133 -6.94154 -3.33974  0.01
H: 1.70701 1.25095 1.38466  0.06
H: 4.02828 -2.62849 5.73375  0.05
C: -2.98813 6.85444 2.23329  0.09
C: -3.02992 3.52082 -4.58743  0.00
H: 5.67922 4.03493 3.46758  0.03
H: 1.29454 8.42357 -1.05842  -0.01
H: -0.27998 -5.02716 3.82901  0.05
H: -4.27634 2.87668 -2.89355  0.00
H: -3.98498 4.71598 -1.47733  0.00
H: -2.58444 -4.57048 2.83351  0.01
N: 0.79114 7.68985 -0.58059  -0.01
C: -3.15706 -2.68438 -1.31249  0.04
C: 1.63586 6.38872 -2.51788  0.09
H: -0.86470 -2.83932 2.03943  -0.02
H: -4.97545 2.51074 -4.46420  0.00
C: -0.31063 -5.31276 -3.49151  0.02
H: -1.23589 -7.30993 6.31210  -0.02
H: -1.00174 1.34732 -2.64950  0.00
H: -2.06399 2.69642 -0.13808  0.03
H: 2.17720 -2.72337 1.89582  0.07
H: 3.72723 4.23290 1.93983  0.13
H: -1.93723 6.57072 2.17652  0.00
H: 2.55959 0.94914 -3.16852  0.09
C: -4.15956 1.92394 2.08831  0.01
C: -1.13756 -4.64721 4.38426  0.08
O: -3.64168 -3.92917 -3.33455  -0.02
H: -0.16400 5.24420 -0.55759  0.07
H: 2.51537 -5.10634 -1.40846  0.20
H: -0.11270 -2.09219 -0.00206  0.05
H: -0.22750 -7.91648 -1.24073  -0.08
C: 5.80053 3.00298 3.13825  0.32
H: 4.39927 -3.53593 -2.38243  0.12
H: -0.35392 -5.94092 -4.38126  0.00
O: 1.04373 -4.87337 -3.39567  -0.28
O: -3.52664 -0.20845 1.28490  -0.08
H: 5.98079 -4.52326 -1.39720  0.17
H: 1.46031 3.85716 2.32578  -0.07
H: -3.84660 -3.46696 -0.99593  -0.01
N: -2.59208 0.41412 -1.49713  0.03
H: 3.75302 -6.05421 -0.94434  0.04
H: -3.28182 4.57803 -4.67079  0.00
H: -3.03562 3.17395 -5.62075  0.00
H: 2.52751 5.78221 -2.67663  -0.01
H: 2.57152 -3.79042 -4.10107  0.04
H: -0.28035 0.32648 0.15086  0.18
O: 5.40354 -4.11068 -0.75054  -0.57
C: -1.33776 1.15219 -1.63112  -0.21
O: -3.58192 7.01401 0.90688  -0.03
N: 3.78622 -1.38128 3.43052  -0.13
H: 6.46578 2.56969 3.88512  -0.03
H: -5.07214 1.40181 2.37586  -0.01
H: -2.20419 1.37901 1.32466  0.03
H: -1.97797 3.37308 -4.34312  0.01
H: -2.11787 3.12009 -1.79376  0.01
H: 6.34076 3.09224 2.19577  -0.07
H: 3.58557 -3.66968 2.07210  0.00
C: 2.92903 0.60071 -4.13299  0.05
O: 4.46379 2.46107 2.91091  -0.32
H: 2.10552 -4.19346 2.93573  0.01
H: -3.91025 6.63337 -2.96518  0.00
H: -4.01059 -0.61748 2.00606  0.04
C: -4.14047 5.70591 -1.04842  0.00
H: 1.60120 -4.63774 -5.36627  -0.02
C: 0.80602 5.23344 -4.39595  0.05
H: 0.65787 1.07017 -1.15362  0.01
H: 1.84607 7.33605 -3.01434  0.03
H: -0.16694 7.71263 -0.89944  0.00
O: 2.98438 -4.38232 5.47968  -0.21
H: 0.68936 1.38461 3.31196  0.01
H: 1.10488 -7.15419 -2.00511  0.10
O: -3.47710 1.27385 -4.00060  0.00
H: 2.22634 -2.10417 4.43468  0.01
C: -4.04092 2.54281 -3.90410  0.00
H: 4.26111 -5.78768 6.39227  -0.03
C: -1.54280 -2.60104 2.85889  -0.05
H: -2.11291 -2.93123 -1.12037  0.01
H: -2.45656 -0.54890 -1.76976  0.00
H: -4.14164 5.01179 0.99872  0.01
H: -3.14375 7.81454 2.72529  -0.01
C: 3.04487 -2.52903 3.85364  -0.08
H: 3.26584 4.07698 3.64258  0.04
H: 0.96407 -3.21803 -4.53358  0.04
H: 2.48454 6.50277 -0.48503  0.00
H: -2.51924 5.43304 0.20614  0.00
C: 3.50228 -5.05093 6.65585  0.21
C: 1.50921 6.50788 -0.97166  -0.01
C: 4.16121 -3.92589 -1.39280  0.50
C: 0.88772 5.33207 -0.28508  -0.11
H: -3.52116 -1.79444 -0.79913  -0.02
O: -1.69124 -5.78025 4.97850  -0.14
H: 0.11345 4.48252 -4.77618  0.01
H: 0.84820 6.08538 -5.07456  -0.01
H: 3.64072 1.37329 -4.42404  -0.04
C: 3.54592 -5.30154 -1.70507  -0.05
C: 2.03849 2.93557 2.39269  -0.47
H: -0.56293 3.00079 -0.89990  0.00
C: 3.49394 3.52209 2.73255  0.25
H: -5.47587 7.04180 -1.62017  0.00
H: -3.59760 -4.25652 4.81970  0.00
N: 1.93402 2.21572 1.19031  0.17
H: -2.47540 -2.21930 -3.36213  0.00
H: -2.41640 -2.04244 2.52293  0.05
H: -3.03808 -2.94709 5.24077  -0.03
H: -1.02801 -4.51685 -3.69148  0.01
O: 4.38151 -0.89486 -3.22104  -0.21
C: -2.15558 -3.84195 3.52156  -0.04
C: -0.88118 -6.32881 5.99636  0.09
H: 4.99981 -1.51643 -3.61215  0.07
H: 2.09987 0.63019 -4.83990  -0.03
C: 0.03504 -7.32836 -2.12009  0.01
H: -2.48508 0.62303 2.83244  -0.05
H: 0.06884 -6.60277 5.53757  0.00
H: 3.62929 -5.71603 -2.70972  0.02
C: 0.43944 -1.93933 -0.92935  0.04
H: -0.62269 -5.72511 6.86631  0.01
H: 1.77366 4.73371 -4.44123  0.01
H: -3.05712 0.96164 -3.19577  0.01
H: 3.45131 -1.01153 2.55232  0.07
H: -3.53304 6.17757 2.89133  0.00
H: 2.75869 -5.55507 7.27310  0.03
H: -2.35291 6.36312 -2.01326  -0.01
C: -3.57238 5.67563 0.34805  -0.05
H: -0.72524 -5.50762 -1.33506  0.02
H: -1.00472 -1.99751 3.58987  0.02
O: 0.50120 5.78716 -3.11827  -0.11
H: -3.20825 -4.51256 -2.70733  0.00
H: 4.70729 -1.71589 3.18600  -0.01
H: -5.65525 6.65170 -0.09556  0.00
C: -1.53475 2.54048 -1.07813  0.01
H: 0.53846 -2.96310 -1.29019  -0.04
H: 0.88809 5.44889 0.79864  0.00
C: 3.84798 -3.36514 4.95086  0.17
H: -3.47787 7.68935 -1.62659  0.01
O: -0.10020 -0.91966 -1.68672  -0.16
H: -3.92670 2.60352 2.90809  0.01
H: 1.16864 2.80631 4.35634  0.00
N: -3.29272 -3.40209 4.37576  0.04
H: 2.64861 -1.50518 -3.93108  0.16
N: -5.46766 6.24427 -1.00051  0.00
H: -4.25535 -2.08432 -3.15680  0.00
H: 1.45752 4.44085 -0.54806  0.07
C: -3.35920 -2.64166 -2.88400  0.01
H: -0.62197 -3.90947 4.99908  0.06

Calculated values
- energy above the lowest of the compared OMol25 structures with the same formula, charge and spin (eV) = 3.427
- multiplicity = 2
- strongest force on any atom (hartree/bohr) = 0.062
- LUMO energy (alpha / beta) (eV) = 2.196 / 2.160
- <S²> = 0.75
- net charge = -1
- HOMO level (alpha / beta) (eV) = 0.72 / -7.08